No. 1
{"formula": "C21H27AuN3O2Si", "method": "ωB97M-V with the def2-TZVPD basis set", "elements": ["Au", "Si", "O", "O", "N", "N", "N", "C", "C", "C", "C", "C", "C", "C", "C", "C", "C", "C", "C", "C", "C", "C", "C", "C", "C", "C", "C", "C", "H", "H", "H", "H", "H", "H", "H", "H", "H", "H", "H", "H", "H", "H", "H", "H", "H", "H", "H", "H", "H", "H", "H", "H", "H", "H", "H"], "xyz": [[-0.498, -0.899, -0.312], [-1.690, 0.003, 1.592], [-1.999, -0.732, -2.093], [-1.811, -1.012, -4.312], [-0.915, -3.261, -0.656], [1.710, -0.839, -0.517], [3.794, 0.365, -0.926], [-5.647, 0.149, 0.291], [-1.556, 3.991, 2.757], [-1.840, -1.341, -3.153], [2.699, -0.268, -0.720], [-4.276, 0.316, 0.380], [-3.561, -0.275, 1.417], [5.624, 0.463, 0.696], [-4.238, -1.057, 2.348], [-5.609, -1.223, 2.260], [-1.964, -3.509, -1.632], [5.910, -0.712, -1.494], [-0.814, 4.602, 1.759], [-1.336, 1.869, 1.635], [-1.821, 2.634, 2.693], [4.687, 0.031, -2.028], [6.600, 0.147, -0.435], [-0.601, 2.496, 0.635], [-0.335, 3.852, 0.697], [-6.316, -0.611, 1.237], [4.391, 1.169, 0.134], [-1.641, -2.955, -2.999], [6.592, -0.919, -2.318], [-1.941, 4.573, 3.581], [-6.121, -1.829, 2.992], [4.680, 2.130, -0.303], [-0.601, -3.124, -3.283], [-0.239, 1.912, -0.202], [5.003, 0.971, -2.493], [3.647, 1.339, 0.915], [-2.413, 2.169, 3.465], [-0.625, 5.663, 1.798], [5.603, -1.667, -1.062], [-6.190, 0.615, -0.518], [-0.026, -3.640, -0.963], [4.148, -0.568, -2.764], [0.237, 4.320, -0.091], [7.474, -0.371, -0.041], [-7.388, -0.723, 1.181], [6.942, 1.079, -0.892], [-2.891, -3.071, -1.249], [-2.121, -4.592, -1.763], [-1.242, -0.633, 2.848], [-1.146, -3.665, 0.246], [6.096, 1.109, 1.436], [-2.299, -3.375, -3.757], [-3.692, -1.537, 3.147], [-3.757, 0.900, -0.366], [5.322, -0.460, 1.197]], "homo_lumo_gap_ev": 4.44, "homo_energy_ev": -10.798, "lumo_ha": -0.234, "total_charge": 1, "multiplicity": 1}

***

No. 2
{"formula": "C21H27BrF10NOPdSi", "method": "ωB97M-V with the def2-TZVPD basis set", "elements": ["Pd", "Br", "Si", "F", "F", "F", "F", "F", "F", "F", "F", "F", "F", "O", "N", "C", "C", "C", "C", "C", "C", "C", "C", "C", "C", "C", "C", "C", "C", "C", "C", "C", "C", "C", "C", "C", "H", "H", "H", "H", "H", "H", "H", "H", "H", "H", "H", "H", "H", "H", "H", "H", "H", "H", "H", "H", "H", "H", "H", "H", "H", "H", "H"], "xyz": [[1.408, 2.410, 1.446], [-0.066, 1.142, -0.219], [-1.573, -0.533, -1.148], [7.855, 0.997, 3.243], [1.271, -0.214, 3.281], [0.472, 3.082, 4.194], [-0.793, 1.638, 3.143], [7.075, -1.066, 1.710], [4.623, -0.982, 0.517], [3.839, 3.271, 2.475], [0.653, 0.493, 5.237], [6.299, 3.147, 3.654], [2.488, 1.228, 4.341], [3.048, 1.162, 0.880], [1.303, 5.071, -0.267], [-2.108, -1.528, 0.379], [-3.107, -0.743, 1.241], [1.413, 4.124, 0.385], [-1.310, -2.217, -3.339], [5.857, 2.174, 2.886], [-2.875, 0.607, -1.911], [4.161, 1.144, 1.458], [5.042, 0.008, 1.271], [1.232, 0.833, 4.100], [-3.326, 1.755, -0.990], [-2.783, -2.826, -0.112], [6.681, 1.040, 2.673], [0.512, -2.406, -1.638], [0.455, 2.001, 3.429], [-0.418, -1.422, -2.365], [0.494, -0.479, -3.168], [-2.360, 1.263, -3.202], [6.266, -0.036, 1.868], [4.639, 2.222, 2.295], [-4.092, -0.284, -2.238], [-0.937, -1.899, 1.305], [1.123, -1.093, -3.821], [-3.340, -1.345, 2.126], [-3.650, -2.638, -0.747], [-3.118, 1.969, -3.558], [-1.908, -1.571, -3.981], [-2.098, -3.475, -0.657], [-2.533, 2.490, -0.843], [-4.836, 0.323, -2.764], [1.171, -2.870, -2.378], [-2.693, 0.206, 1.589], [-1.983, -2.911, -2.831], [-4.047, -0.546, 0.729], [-0.053, 0.212, -3.804], [-0.662, -2.812, -3.990], [1.159, 0.098, -2.526], [-1.444, 1.834, -3.037], [-1.341, -2.445, 2.164], [-4.575, -0.674, -1.342], [-3.133, -3.384, 0.762], [-0.432, -1.013, 1.688], [-0.197, -2.538, 0.834], [-0.028, -3.210, -1.142], [-4.160, 2.274, -1.473], [-3.674, 1.425, -0.015], [-2.191, 0.546, -4.004], [-3.846, -1.125, -2.888], [1.148, -1.902, -0.906]], "homo_lumo_gap_ev": [9.63, 5.62], "s2": 6.04, "homo_energy_ev": [-12.650, -12.617], "lumo_ha": [-0.111, -0.257], "total_charge": 1, "multiplicity": 5}

***

No. 3
{"formula": "C21H27ClN2O5", "method": "ωB97M-V with the def2-TZVPD basis set", "elements": ["Cl", "O", "O", "O", "O", "O", "N", "N", "C", "C", "C", "C", "C", "C", "C", "C", "C", "C", "C", "C", "C", "C", "C", "C", "C", "C", "C", "C", "C", "H", "H", "H", "H", "H", "H", "H", "H", "H", "H", "H", "H", "H", "H", "H", "H", "H", "H", "H", "H", "H", "H", "H", "H", "H", "H", "H"], "xyz": [[4.086, 1.140, 4.685], [1.764, -4.281, -2.871], [7.072, 0.747, 4.623], [4.744, -3.355, 0.273], [5.133, -6.169, -5.049], [9.006, -2.887, -0.317], [2.946, -2.022, 0.517], [3.836, -6.172, -3.187], [9.005, -5.177, -0.851], [4.265, -0.694, 2.722], [2.363, -2.195, -1.900], [4.987, -6.016, -3.841], [9.756, -4.085, -0.084], [2.093, -2.688, -0.467], [7.947, -3.120, -1.246], [7.049, -0.882, 2.856], [7.617, -4.589, -1.007], [1.510, -2.887, -2.971], [7.190, 0.165, 5.915], [4.199, -2.399, 0.819], [4.935, -1.563, 1.844], [6.039, -5.633, -2.922], [1.852, -4.991, -4.103], [6.799, -5.193, -2.072], [2.525, -6.346, -3.815], [4.970, 0.075, 3.647], [6.366, -0.019, 3.724], [6.332, -1.649, 1.934], [8.567, -0.977, 2.881], [7.100, -2.456, -1.069], [2.596, -6.936, -4.732], [1.896, -6.916, -3.130], [2.207, -1.118, -1.956], [8.899, -1.625, 3.692], [0.447, -2.695, -2.823], [6.216, 0.009, 6.381], [1.777, -2.481, -3.949], [2.594, -1.190, 0.955], [2.215, -3.774, -0.417], [3.864, -5.955, -2.204], [8.965, -1.352, 1.937], [9.006, 0.010, 3.033], [0.862, -5.125, -4.541], [10.778, -3.997, -0.457], [2.464, -4.446, -4.825], [7.059, -4.679, -0.073], [7.714, -0.792, 5.879], [3.414, -2.366, -2.141], [8.999, -6.133, -0.325], [8.306, -2.921, -2.259], [6.875, -2.314, 1.276], [7.762, 0.832, 6.560], [3.190, -0.601, 2.711], [9.750, -4.316, 0.982], [1.043, -2.530, -0.214], [9.481, -5.337, -1.822]], "homo_lumo_gap_ev": 9.77, "homo_energy_ev": -9.245, "lumo_ha": 0.019, "multiplicity": 1}

***

Looking at ΔE to the lowest compared entry with this formula, charge and spin for the records above, in order, we have 3.699 0.000 2.188 eV.
Looking at calculated total energy for the records above, in order, we have -42341.893 -134316.528 -47953.666 eV.